No. 1
Formula: C42H45FeN4OP2Te
Source: OMol25
Level of theory: wB97M-V/def2-TZVPD

Results
Multiplicity: 2
E_LUMO (alpha / beta) (eV): -4.76 / -7.42
F_max (eV/A): 1.9
Calculated total energy (a.u.): -4135.57345
Total charge: +2

Each line ends with the Mulliken spin population.
Element x y z (Å)
Fe  1.16  -0.44  0.78  0.01
O  3.37  -0.34  1.41  0.00
C  3.67  -0.27  2.79  0.00
C  2.39  -0.27  3.57  0.00
C  2.44  -0.31  4.96  0.00
C  1.25  -0.32  5.67  0.00
C  0.05  -0.28  4.97  0.00
C  0.09  -0.24  3.60  0.00
N  1.24  -0.24  2.90  0.00
H  4.19  -0.42  0.92  0.00
H  4.22  0.65  3.01  0.00
H  4.27  -1.12  3.10  0.00
H  3.39  -0.33  5.46  0.00
H  1.26  -0.36  6.75  0.00
H  -0.90  -0.29  5.49  0.00
H  -0.81  -0.20  3.01  0.00
Te  -2.52  3.01  1.06  0.99
C  -3.25  3.72  -0.81  -0.03
C  -2.54  4.68  -1.50  0.00
C  -2.99  5.02  -2.77  0.01
N  -4.07  4.46  -3.33  0.00
C  -4.76  3.57  -2.63  0.01
C  -4.40  3.16  -1.35  -0.01
C  -1.16  1.73  0.24  -0.07
P  -1.36  -0.04  0.22  -0.05
C  -1.24  -0.45  -1.56  0.01
C  -1.95  0.27  -2.53  0.00
C  -1.89  -0.10  -3.86  0.00
C  -1.11  -1.18  -4.25  0.00
C  -0.39  -1.90  -3.31  0.00
C  -0.46  -1.54  -1.96  0.00
C  -3.14  -0.34  0.53  0.05
C  -3.65  0.04  1.78  0.02
C  -5.00  -0.12  2.07  0.02
C  -5.84  -0.69  1.13  -0.01
C  -5.33  -1.11  -0.09  0.02
C  -3.98  -0.94  -0.39  0.01
P  0.59  2.04  0.36  -0.05
C  1.21  1.71  -1.34  0.00
C  0.54  2.14  -2.49  0.01
C  1.09  1.90  -3.74  0.00
C  2.29  1.21  -3.86  0.00
C  2.95  0.77  -2.73  0.00
C  2.42  1.03  -1.47  0.00
C  0.75  3.85  0.51  0.04
C  1.22  4.67  -0.51  0.00
C  1.29  6.05  -0.31  0.02
C  0.90  6.61  0.90  -0.01
C  0.44  5.79  1.92  0.02
C  0.39  4.42  1.74  0.02
H  -1.66  5.16  -1.09  -0.03
H  -2.46  5.76  -3.37  0.00
H  -5.64  3.16  -3.11  0.00
H  -4.99  2.42  -0.82  -0.02
H  -2.55  1.11  -2.22  0.01
H  -2.45  0.46  -4.60  0.00
H  -1.06  -1.47  -5.30  0.00
H  0.21  -2.75  -3.61  0.00
H  0.07  -2.11  -1.22  0.00
H  -2.98  0.42  2.55  -0.01
H  -5.39  0.19  3.03  0.00
H  -6.89  -0.82  1.35  0.00
H  -5.98  -1.58  -0.82  0.00
H  -3.61  -1.28  -1.35  0.00
H  -0.40  2.67  -2.39  -0.01
H  0.58  2.27  -4.62  0.00
H  2.71  1.03  -4.84  0.00
H  3.89  0.24  -2.83  0.00
H  2.98  0.78  -0.58  0.00
H  1.53  4.25  -1.46  0.00
H  1.65  6.68  -1.11  0.00
H  0.95  7.68  1.04  0.00
H  0.15  6.22  2.87  0.00
H  0.09  3.77  2.56  0.00
C  -0.41  -5.41  0.48  0.00
C  0.90  -5.32  1.25  0.00
N  1.96  -4.70  0.44  0.00
C  3.00  -5.59  -0.09  0.00
C  4.20  -5.70  0.83  0.00
C  1.97  -3.38  0.22  0.00
C  2.94  -2.83  -0.78  0.00
N  1.15  -2.54  0.79  0.00
H  -1.17  -5.90  1.09  0.00
H  -0.27  -5.99  -0.43  0.00
H  -0.77  -4.42  0.20  0.00
H  1.24  -6.31  1.52  0.00
H  0.78  -4.76  2.18  0.00
H  3.31  -5.25  -1.08  0.00
H  2.55  -6.58  -0.22  0.00
H  4.69  -4.73  0.97  0.00
H  4.93  -6.39  0.42  0.00
H  3.90  -6.07  1.82  0.00
H  2.73  -3.22  -1.78  0.00
H  3.97  -3.07  -0.53  0.00
H  2.84  -1.74  -0.83  0.00
H  0.49  -2.97  1.44  0.00

No. 2
Formula: C5H11O3
Source: OMol25
Level of theory: wB97M-V/def2-TZVPD

Results
Multiplicity: 1
E_LUMO (eV): 3.95
F_max (eV/A): 2.2
Calculated total energy (a.u.): -422.84054
Total charge: -1

Each line ends with the Löwdin charge.
Element x y z (Å)
O  -1.43  -1.56  1.36  -0.20
C  -0.78  -1.91  0.33  -0.46
C  -0.48  -1.19  -0.80  -0.20
C  -0.88  0.21  -1.12  -0.26
C  0.27  0.98  -1.79  -0.22
C  1.36  1.43  -0.82  -0.27
O  2.45  0.56  -0.52  -0.07
H  -0.36  -2.94  0.34  0.08
H  0.15  -1.67  -1.54  0.06
H  2.02  -0.19  -0.17  0.03
H  -1.18  0.76  -0.22  0.09
H  -1.79  0.33  -1.74  0.09
H  0.73  0.28  -2.50  0.10
H  -0.08  1.88  -2.30  0.10
H  1.87  2.25  -1.34  0.10
H  0.89  1.77  0.11  0.11
H  -0.69  0.32  2.01  -0.01
H  -1.41  0.59  3.31  0.02
O  -0.67  0.89  2.78  -0.10

No. 3
Formula: C17H16N4O4S
Source: OMol25
Level of theory: wB97M-V/def2-TZVPD

Results
Multiplicity: 1
E_LUMO (eV): 0.38
F_max (eV/A): 1.7
Calculated total energy (a.u.): -1575.59625
SMILES: Cc1cccc(NC(=O)CSc2nnc(CNC(=O)c3ccco3)o2)c1
Total charge: 0

Each line ends with the Löwdin charge.
Element x y z (Å)
C  5.56  3.24  -0.73  -0.05
C  4.46  2.55  0.02  -0.28
C  4.11  1.25  -0.30  0.03
C  3.10  0.60  0.40  -0.20
C  2.44  1.26  1.44  -0.03
C  2.80  2.55  1.75  -0.08
C  3.80  3.20  1.05  -0.06
H  4.08  4.21  1.31  0.11
H  2.29  3.07  2.56  0.10
H  1.65  0.76  1.98  0.11
N  2.70  -0.72  0.13  0.13
C  3.05  -1.51  -0.90  -0.53
O  3.84  -1.24  -1.78  0.06
C  2.35  -2.87  -0.87  -0.34
H  2.33  -3.30  0.13  0.08
H  2.84  -3.54  -1.57  0.08
S  0.61  -2.78  -1.45  1.04
C  -0.16  -2.29  0.00  -0.67
N  0.40  -2.03  1.15  0.02
N  -0.60  -1.70  2.00  0.11
C  -1.70  -1.76  1.33  -0.36
O  -1.50  -2.17  0.05  0.09
C  -3.07  -1.51  1.83  -0.07
N  -3.76  -0.55  1.00  0.09
C  -3.10  0.46  0.36  -0.42
O  -1.89  0.58  0.40  0.10
C  -3.97  1.37  -0.39  -0.18
C  -3.64  2.45  -1.16  0.02
C  -4.86  2.96  -1.65  -0.04
C  -5.84  2.16  -1.15  -0.10
O  -5.31  1.19  -0.39  0.04
H  -6.90  2.17  -1.26  0.12
H  -4.99  3.81  -2.29  0.10
H  -2.65  2.82  -1.34  0.12
H  -4.76  -0.57  0.97  0.14
H  -2.98  -1.15  2.87  0.14
H  -3.64  -2.44  1.82  0.14
H  1.99  -1.08  0.77  0.09
H  4.61  0.73  -1.11  0.10
H  5.76  2.73  -1.68  0.08
H  5.31  4.27  -0.93  0.08
H  6.48  3.22  -0.14  0.08

No. 4
Formula: C37H72ClFN3O4S4Si4
Source: OMol25
Level of theory: wB97M-V/def2-TZVPD

Results
Multiplicity: 1
E_LUMO (eV): -5.37
F_max (eV/A): 9.2
Calculated total energy (a.u.): -5228.37975
Total charge: +1

Each line ends with the Löwdin charge.
Element x y z (Å)
C  5.11  2.13  -1.06  -0.09
C  3.53  2.38  -0.70  -0.29
N  2.79  2.59  -2.02  -0.25
C  2.76  4.04  -2.43  -0.25
C  2.64  4.19  -4.10  -0.11
C  1.39  2.04  -1.74  -0.98
S  0.85  0.78  -2.75  0.61
S  0.46  2.79  -0.30  0.81
C  -0.75  1.59  0.48  -0.44
C  -1.90  1.27  -0.64  -0.29
C  -3.43  1.71  -0.16  -0.17
C  -4.31  1.94  -1.51  -0.57
S  -3.80  3.70  -2.04  0.80
C  -4.06  1.02  -2.85  -0.23
C  -3.98  -0.59  -2.61  -0.14
C  -4.81  -1.51  -3.68  -0.11
C  -4.38  -3.09  -3.58  -0.27
O  -4.72  -3.88  -4.63  -0.05
N  -3.68  -3.78  -2.43  0.03
C  -2.47  -4.57  -2.86  -0.16
C  -1.47  -4.17  -4.11  -0.01
C  -0.17  -5.14  -4.54  -0.05
C  0.10  -6.53  -3.68  -0.07
C  -0.88  -6.88  -2.41  -0.07
C  -2.15  -5.95  -1.97  0.00
C  -5.23  1.69  -3.79  -0.38
S  -5.08  1.59  -5.65  0.81
N  -6.21  2.26  -2.97  -0.06
C  -7.34  2.98  -3.68  -0.09
C  -8.69  3.20  -2.79  -0.56
O  -9.56  2.16  -2.74  -0.06
Cl  -9.15  4.74  -1.86  0.62
C  -5.94  2.07  -1.46  -0.16
C  -6.86  0.88  -0.81  -0.19
C  -8.09  1.53  0.11  -0.04
F  -6.14  -0.05  0.08  -0.09
H  5.15  1.63  -2.13  0.10
H  5.63  3.21  -1.10  0.08
H  5.56  1.46  -0.21  0.09
H  3.10  1.39  -0.23  0.12
H  3.34  3.24  0.08  0.11
H  3.74  4.58  -2.03  0.13
H  1.86  4.66  -2.01  0.10
H  1.64  3.71  -4.49  0.07
H  2.64  5.36  -4.31  0.09
H  3.60  3.67  -4.58  0.09
H  -0.18  0.59  0.76  0.11
H  -1.25  2.00  1.46  0.10
H  -1.85  0.12  -0.88  0.10
H  -1.61  1.85  -1.63  0.04
H  -3.29  2.73  0.46  0.12
H  -3.80  0.86  0.55  0.12
H  -2.59  3.50  -2.74  -0.07
H  -3.06  1.34  -3.35  0.14
H  -4.34  -0.92  -1.53  0.13
H  -2.85  -0.94  -2.67  0.13
H  -5.98  -1.43  -3.46  0.14
H  -4.64  -1.17  -4.81  0.12
H  -3.50  -3.15  -1.62  0.11
H  -1.64  -3.18  -4.75  0.09
H  0.51  -4.79  -5.45  0.09
H  0.99  -7.24  -3.99  0.09
H  -0.69  -7.86  -1.80  0.09
H  -2.86  -6.20  -1.06  0.09
H  -4.31  2.65  -6.18  -0.05
H  -7.66  2.50  -4.71  0.14
H  -6.93  4.07  -3.94  0.16
H  -6.12  3.04  -0.82  0.16
H  -7.36  0.22  -1.66  0.16
H  -7.91  1.39  1.27  0.11
H  -8.14  2.70  -0.08  0.05
H  -9.13  1.11  -0.26  0.10
O  -1.52  -7.47  3.62  -0.29
Si  -1.64  -8.71  4.74  0.38
C  -2.92  -9.97  4.19  -0.17
C  -2.15  -8.03  6.42  -0.17
C  0.00  -9.60  4.94  -0.17
Si  -2.48  -6.29  2.91  0.38
C  -1.49  -5.26  1.68  -0.17
C  -3.16  -5.12  4.23  -0.17
C  -3.92  -7.07  2.00  -0.17
H  -3.92  -9.53  4.16  0.02
H  -2.94  -10.82  4.87  0.03
H  -2.69  -10.34  3.18  0.03
H  -1.46  -7.25  6.74  0.03
H  -2.15  -8.83  7.17  0.04
H  -3.16  -7.61  6.37  0.02
H  0.77  -8.91  5.29  0.03
H  0.33  -10.04  4.00  0.03
H  -0.09  -10.40  5.68  0.04
H  -0.65  -4.76  2.18  0.03
H  -2.13  -4.49  1.23  0.02
H  -1.10  -5.89  0.88  0.02
H  -3.83  -5.66  4.91  0.02
H  -3.71  -4.30  3.77  0.03
H  -2.34  -4.69  4.82  0.04
H  -4.59  -7.58  2.70  0.02
H  -3.56  -7.79  1.26  0.03
H  -4.50  -6.30  1.47  0.03
O  8.19  6.62  1.38  -0.29
Si  7.08  5.56  2.07  0.38
C  6.92  5.88  3.91  -0.16
C  7.64  3.78  1.82  -0.17
C  5.38  5.76  1.29  -0.17
Si  9.80  7.04  1.51  0.38
C  10.25  8.41  0.29  -0.17
C  10.90  5.56  1.15  -0.17
C  10.18  7.66  3.25  -0.17
H  7.86  5.67  4.43  0.02
H  6.14  5.25  4.35  0.03
H  6.66  6.93  4.10  0.04
H  7.80  3.57  0.75  0.03
H  6.88  3.09  2.19  0.03
H  8.57  3.59  2.35  0.02
H  5.42  5.55  0.21  0.01
H  5.01  6.77  1.43  0.03
H  4.68  5.06  1.74  0.03
H  10.07  8.08  -0.73  0.03
H  11.31  8.67  0.39  0.04
H  9.65  9.30  0.48  0.03
H  10.76  4.78  1.90  0.02
H  11.96  5.85  1.16  0.04
H  10.67  5.14  0.17  0.03
H  10.04  6.86  3.98  0.02
H  9.52  8.49  3.51  0.03
H  11.22  8.01  3.31  0.04